# 1
Here is C13H14Si in the gas phase in a non-equilibrium geometry from the OMol25 dataset. Energies are from the ωB97M-V functional and the def2-TZVPD basis.

ORCA input file:
```
! wB97M-V def2-TZVPD RIJCOSX def2/J DEFGRID3
* xyz 0 1
C 0.415 -3.415 -0.002
C 1.712 -2.992 0.134
C -0.577 -2.510 0.005
C 1.921 -1.577 0.095
C -0.362 -1.164 0.097
C 0.916 -0.601 0.139
C -1.796 0.886 0.521
C -3.845 -0.100 -0.045
C -1.561 -0.388 0.096
C -2.875 -1.025 -0.111
C -3.235 1.242 0.359
C 2.929 1.999 0.985
C 1.155 2.190 -1.734
Si 1.453 1.249 -0.119
H 0.225 -4.478 0.017
H 2.586 -3.573 0.526
H -1.663 -2.710 -0.202
H 2.940 -1.212 0.230
H -0.973 1.528 0.917
H -4.937 -0.184 -0.132
H -3.720 1.418 1.365
H -3.418 2.039 -0.256
H 3.448 1.148 1.365
H 3.570 2.685 0.222
H 2.577 2.731 1.729
H 1.363 1.490 -2.538
H 0.051 2.157 -1.855
H 1.701 3.167 -1.808
*
```

- Relative energy (zero: lowest compared OMol25 entry of this formula, charge and spin): 530.3 kJ/mol
- E_LUMO (spin up / spin down): 0.3204 / -0.7518 eV
- HOMO-LUMO gap (spin up / spin down): 8.5 / 5.1 eV



# 2
Here is a molecular structure, C4H5NOS2 in a non-equilibrium geometry from the OMol25 dataset. Energies are from the ωB97M-V functional and the def2-TZVPD basis.

ORCA input file:
```
! wB97M-V def2-TZVPD RIJCOSX def2/J DEFGRID3
* xyz 0 1
C -2.628 0.712 0.136
C -1.505 -0.257 -0.093
C -0.302 0.433 -0.248
C 3.561 -0.677 0.121
H -2.756 1.051 1.258
H -3.702 0.146 -0.017
H -2.508 1.313 -0.898
H 4.573 -0.139 -0.487
H 3.705 -1.714 0.979
N 2.457 0.073 -0.391
O -0.132 1.645 -0.126
S -1.732 -1.831 -0.195
S 0.968 -0.756 -0.038
*
```

- Relative energy (zero: lowest compared OMol25 entry of this formula, charge and spin): 543.1 kJ/mol
- E_LUMO: -1.7263 eV
- HOMO-LUMO gap: 7.0 eV



# 3
Here is a molecular structure, C34H43N4OP2Tl from the OMol25 dataset. Energies are from the ωB97M-V functional and the def2-TZVPD basis.

ORCA input file:
```
! wB97M-V def2-TZVPD RIJCOSX def2/J DEFGRID3
* xyz 0 1
Tl 0.508 -0.111 -0.763
C -3.328 -1.851 -0.692
C -2.520 -2.458 0.458
C -2.783 -1.740 1.782
P -0.720 -2.438 0.037
C -0.345 -4.010 -0.854
C -1.281 -5.181 -0.553
C -0.276 -3.734 -2.358
C 0.186 -2.469 1.601
C 0.657 -3.653 2.165
C 1.540 -3.640 3.228
C 1.998 -2.414 3.701
C 1.545 -1.229 3.149
C 0.603 -1.221 2.112
N 0.147 -0.057 1.471
C 0.002 1.153 2.117
C 0.002 1.268 3.528
C -0.058 2.491 4.162
C -0.141 3.681 3.441
C -0.275 3.586 2.070
C -0.258 2.359 1.400
P -0.857 2.248 -0.292
C -0.130 3.630 -1.261
C -0.627 3.516 -2.706
C 1.396 3.639 -1.199
C -2.674 2.659 -0.202
C -2.994 4.150 -0.079
C -3.353 1.887 0.925
H -4.396 -1.871 -0.465
H -3.042 -0.807 -0.854
H -3.178 -2.383 -1.634
H -2.810 -3.501 0.583
H -2.304 -0.763 1.805
H -3.858 -1.610 1.933
H -2.383 -2.306 2.623
H 0.662 -4.258 -0.518
H -2.277 -5.015 -0.969
H -0.883 -6.085 -1.019
H -1.393 -5.380 0.514
H -1.246 -3.411 -2.747
H 0.461 -2.966 -2.589
H 0.004 -4.645 -2.892
H 0.344 -4.604 1.751
H 1.895 -4.566 3.659
H 2.742 -2.379 4.486
H 1.963 -0.292 3.493
H 0.055 0.371 4.127
H -0.036 2.517 5.245
H -0.140 4.641 3.938
H -0.412 4.492 1.489
H -0.505 4.562 -0.834
H -1.717 3.541 -2.775
H -0.240 4.346 -3.301
H -0.281 2.588 -3.166
H 1.830 2.677 -1.472
H 1.781 4.389 -1.894
H 1.756 3.877 -0.198
H -3.077 2.297 -1.152
H -4.076 4.269 0.025
H -2.536 4.587 0.809
H -2.686 4.727 -0.950
H -2.998 2.226 1.901
H -4.432 2.052 0.878
H -3.177 0.817 0.860
C 1.766 -0.061 -5.503
C 0.458 -0.348 -5.135
C 0.103 -0.356 -3.791
C 1.057 -0.078 -2.820
C 2.367 0.206 -3.184
C 2.718 0.215 -4.530
H 2.045 -0.058 -6.550
H -0.285 -0.566 -5.892
H -0.922 -0.583 -3.513
H 3.109 0.419 -2.424
H 3.740 0.433 -4.817
N 4.136 1.414 1.558
C 3.486 0.520 0.776
O 2.593 0.944 -0.003
C 3.842 -0.859 0.889
C 4.769 -1.290 1.869
N 5.532 -1.544 2.699
C 3.077 -1.754 0.118
N 2.343 -2.349 -0.551
H 3.847 2.374 1.515
H 4.843 1.126 2.212
*
```

- E_LUMO: 0.3825 eV
- HOMO-LUMO gap: 7.6 eV



# 4
Here is 2 unconnected molecules or ions with the total composition C7H17N2O2 in a non-equilibrium geometry from the OMol25 dataset. Energies are from the ωB97M-V functional and the def2-TZVPD basis.

ORCA input file:
```
! wB97M-V def2-TZVPD RIJCOSX def2/J DEFGRID3
* xyz 1 1
C -2.957 -0.043 1.257
C 1.012 0.787 2.238
C 1.977 0.666 -1.724
C -1.767 -2.085 -1.575
C 0.711 -0.225 1.079
C 0.851 1.314 -1.039
C -2.332 -0.965 -0.909
N -2.984 -1.021 0.304
N 0.111 0.486 -0.119
O -2.051 0.712 1.376
O -2.131 0.277 -1.408
H -3.841 -0.150 2.083
H 1.363 0.323 3.146
H 1.783 1.463 1.889
H 0.112 1.424 2.468
H 2.068 -0.441 -1.505
H 1.920 0.900 -2.781
H 2.968 1.190 -1.521
H -1.737 -3.037 -1.046
H -0.254 -0.218 -0.704
H -1.402 -2.118 -2.573
H -0.111 -0.844 1.320
H 1.632 -0.788 0.916
H 0.019 1.616 -1.897
H 1.001 2.207 -0.458
H -3.616 -1.736 0.255
H -0.762 0.981 0.174
H -2.652 0.957 -0.891
*
```

- Relative energy (zero: lowest compared OMol25 entry of this formula, charge and spin): 68.2 kJ/mol
- E_LUMO: -3.0161 eV
- HOMO-LUMO gap: 9.7 eV